Entry from the Open Molecules 2025 dataset: a 2-piece molecular cluster, C3H5O7S overall (ωB97M-V/def2-TZVPD).

Last column: Mulliken charge in e.
Cartesian coordinates (Å):
C (0.2738, 0.5502, 1.8458)  0.70
C (-0.7046, -0.4690, 1.2511)  0.32
C (0.1447, 1.9412, 1.3003)  -0.29
O (-0.2264, -2.8934, -1.7972)  -0.55
O (-0.0347, -0.3729, -2.5583)  -0.50
O (-0.4671, -2.1765, -4.2983)  -0.48
O (-1.7122, -0.5691, 1.9349)  -0.67
O (1.1289, 0.2950, 2.6676)  -0.65
O (-0.3770, -0.9961, 0.2272)  -0.80
O (1.2514, 2.7200, 1.4569)  -0.52
S (0.3144, -1.8986, -3.1391)  0.68
H (-0.6710, 2.5275, 1.7756)  0.22
H (-0.3389, 1.8424, 0.2747)  0.18
H (-0.4698, -2.3590, -1.0663)  0.53
H (-0.1021, -0.3268, -1.6266)  0.48
H (1.9906, 2.1851, 1.7515)  0.34

For the lowest unoccupied orbital energy, the calculation gives 3.319 eV. The molecular weight is 185.13 g/mol. As for the total charge: -1. The calculation puts the orbital gap at 8.52 eV. For the calculated total energy, the calculation gives -28360.959 eV.

=====

Entry from the Open Molecules 2025 dataset: the molecule C4H3FO (ωB97M-V/def2-TZVPD).

Last column: Mulliken charge in e.
Cartesian coordinates (Å):
F (0.7981, 2.1845, 0.3029)  -0.26
C (0.2991, 0.9978, 0.2077)  0.46
C (0.5146, 0.0245, -0.9583)  -0.56
C (-0.1602, -1.0980, -0.5407)  -0.14
O (-0.7398, -0.9538, 0.5773)  -0.25
C (-0.2658, 0.1942, 1.1970)  -0.37
H (0.8807, 0.2636, -1.9342)  0.38
H (-0.6166, -2.0109, -0.9673)  0.36
H (-0.7100, 0.3980, 2.1156)  0.39

For the lowest unoccupied orbital energy, the calculation gives 1.019 eV. The molecular weight is 86.07 g/mol. As for the total charge: 0. The calculation puts the orbital gap at 10.09 eV. For the calculated total energy, the calculation gives -8959.369 eV. Its SMILES is Fc1ccoc1.

=====

Entry from the Open Molecules 2025 dataset: the molecule C6H7ClS (ωB97M-V/def2-TZVPD).

Last column: Mulliken charge in e.
Cartesian coordinates (Å):
C (2.3575, -0.0838, 0.4567)  0.05
C (1.1621, -0.0008, 0.4431)  -0.70
C (-0.2452, 0.2503, 0.4580)  0.05
C (-0.7033, 1.6923, 0.2752)  -0.45
C (-0.4343, 2.4890, -0.7565)  -0.34
Cl (0.4804, 2.1245, -2.1586)  -0.13
S (-1.0252, -0.8773, -0.7446)  -0.04
C (-0.6048, -2.5072, -0.0610)  -0.80
H (3.4157, -0.2251, 0.4008)  0.45
H (-0.6523, -0.0946, 1.3986)  0.36
H (-1.2999, 2.1055, 1.0165)  0.37
H (-0.8217, 3.5306, -0.8204)  0.33
H (-0.8961, -2.5221, 0.9887)  0.25
H (-1.1909, -3.1913, -0.6895)  0.32
H (0.4582, -2.6898, -0.2070)  0.27

For the lowest unoccupied orbital energy, the calculation gives 0.876 eV. The molecular weight is 146.64 g/mol. As for the total charge: 0. The calculation puts the orbital gap at 9.53 eV. For the calculated total energy, the calculation gives -29690.321 eV. Its SMILES is C#C[C@@H](/C=C\Cl)SC.

=====

Entry from the Open Molecules 2025 dataset: C36H51BrN3OP2Pt as an isolated structure (ωB97M-V/def2-TZVPD).

Last column: Löwdin spin population.
Cartesian coordinates (Å):
C (-1.8426, -1.6826, -0.8017)  0.01
C (0.2941, -1.9909, -1.7019)  0.01
C (-2.3239, -2.6625, -1.6852)  0.14
C (-0.2380, -2.6469, -2.8708)  0.14
C (-1.5551, -3.0990, -2.7755)  -0.01
H (-3.3353, -2.9822, -1.4631)  0.01
H (0.4251, -2.8719, -3.7344)  0.01
H (-1.9901, -3.8624, -3.4384)  0.00
N (-0.5452, -1.4042, -0.7597)  0.13
P (-2.3547, 0.6509, 0.7785)  0.13
P (2.2412, -0.8575, -0.0969)  0.10
C (-2.7811, -1.0499, 0.2068)  0.00
H (-3.7661, -1.0247, -0.2611)  0.00
H (-2.8420, -1.7356, 1.0624)  0.00
C (0.3778, 1.3478, 1.9967)  0.06
O (0.4440, 2.3160, 2.6408)  0.01
C (1.7067, -1.9051, -1.5017)  0.49
H (2.3581, -2.0314, -2.3939)  0.02
C (3.5905, 0.6883, -0.2386)  0.02
C (3.0626, -2.4955, 0.5034)  0.04
C (-3.2896, 1.7174, -0.5553)  0.04
C (-3.3755, 0.7573, 2.4430)  0.02
C (3.1718, 2.0661, 0.2948)  0.00
H (3.0050, 2.0951, 1.3759)  0.00
H (3.9947, 2.7850, 0.1192)  0.00
H (2.2822, 2.4564, -0.2046)  0.00
C (4.8177, 0.3156, 0.5995)  0.00
H (4.5640, 0.2468, 1.6672)  0.00
H (5.2893, -0.6193, 0.2859)  0.00
H (5.5837, 1.1040, 0.5171)  0.00
C (3.9092, 0.8629, -1.7254)  0.00
H (4.6484, 1.6710, -1.8778)  0.00
H (4.3249, -0.0515, -2.1604)  0.00
H (3.0124, 1.1476, -2.2964)  0.00
C (3.6219, -2.3788, 1.9183)  0.01
H (2.9804, -1.7553, 2.5583)  0.00
H (3.6321, -3.3950, 2.3417)  0.00
H (4.6533, -2.0032, 1.9493)  0.00
C (1.9920, -3.6204, 0.4983)  0.03
H (1.1386, -3.2874, 1.0988)  0.00
H (1.6176, -3.8726, -0.5090)  0.01
H (2.3830, -4.5602, 0.9202)  0.00
C (4.1326, -2.7481, -0.5835)  0.01
H (4.2069, -1.9615, -1.3500)  0.00
H (5.1460, -2.8690, -0.1852)  0.00
H (3.8592, -3.6646, -1.1176)  0.00
C (-3.2615, 2.1955, 2.9744)  0.00
H (-3.6475, 2.2227, 4.0054)  0.00
H (-2.2188, 2.5389, 3.0028)  0.00
H (-3.8591, 2.9104, 2.3949)  0.00
C (-2.7607, -0.1809, 3.4885)  0.00
H (-2.8475, -1.2368, 3.2044)  0.00
H (-1.7090, 0.0527, 3.6832)  0.00
H (-3.3098, -0.0581, 4.4377)  0.00
C (-4.8616, 0.3700, 2.3380)  0.01
H (-5.2427, 0.2185, 3.3613)  0.00
H (-5.4915, 1.1546, 1.9068)  0.00
H (-5.0224, -0.5653, 1.7870)  0.00
C (-2.9657, 1.3020, -2.0009)  0.00
H (-3.6043, 1.9053, -2.6701)  0.00
H (-1.9304, 1.4992, -2.2741)  0.00
H (-3.1836, 0.2449, -2.2045)  0.00
C (-2.8356, 3.1583, -0.2773)  0.00
H (-1.7427, 3.2365, -0.2735)  0.00
H (-3.2212, 3.8172, -1.0667)  0.00
H (-3.2131, 3.5391, 0.6783)  0.00
C (-4.8251, 1.6356, -0.5136)  0.01
H (-5.1925, 0.6025, -0.5894)  0.00
H (-5.2839, 2.1377, 0.3443)  0.00
H (-5.2031, 2.1592, -1.4074)  0.00
Pt (0.1489, -0.0280, 0.7857)  0.50
N (-0.0154, 2.3664, -0.9908)  0.00
C (0.0740, 2.7833, -2.0956)  0.00
C (0.6088, 2.9033, -3.4412)  0.00
C (0.7650, 4.1654, -4.0452)  0.00
C (0.9961, 1.7144, -4.1829)  0.00
C (0.9872, 4.1978, -5.4619)  0.00
H (0.7277, 5.1389, -3.5267)  0.00
C (1.2451, 1.8058, -5.5613)  0.00
H (1.0952, 0.7552, -3.6094)  0.00
C (1.1928, 3.0381, -6.2216)  0.00
H (0.9380, 5.1144, -6.0258)  0.00
H (1.4585, 0.8392, -6.0217)  0.00
H (1.3077, 2.9957, -7.3154)  0.00
Br (-1.2972, -4.8163, 3.9052)  0.00
C (-0.3167, -3.1803, 3.8830)  0.00
C (0.4405, -2.7603, 4.9784)  0.00
C (1.1063, -1.5397, 4.9036)  0.00
C (1.0111, -0.7825, 3.7315)  0.00
N (0.2871, -1.2322, 2.6937)  0.02
C (-0.3687, -2.4013, 2.7390)  0.00
H (0.5018, -3.3834, 5.8605)  0.00
H (1.7079, -1.1411, 5.7165)  0.00
H (1.5310, 0.1716, 3.6441)  0.00
H (-0.9268, -2.7229, 1.8410)  0.00

For the lowest unoccupied orbital energy (spin up / spin down), the calculation gives -2.168 / -4.122 eV. The molecular weight is 878.75 g/mol. As for the total charge: +1. As for the multiplicity: 3. The calculation puts the orbital gap (spin up / spin down) at 5.62 / 5.23 eV. For the calculated total energy, the calculation gives -136535.197 eV.

=====

Entry from the Open Molecules 2025 dataset: C6H20O6Tl as an isolated structure (ωB97M-V/def2-TZVPD).

Last column: Mulliken charge in e.
Cartesian coordinates (Å):
Tl (0.1937, -0.6271, 0.3718)  1.15
C (-2.5695, -3.7058, 1.5849)  -0.58
O (-1.3753, -2.9671, 1.2946)  -0.34
H (-3.1929, -3.1803, 2.3195)  0.30
H (-3.1224, -3.7388, 0.6454)  0.23
H (-2.3664, -4.7157, 1.9416)  0.37
H (-0.6682, -3.3027, 1.8737)  0.35
C (-3.9191, -0.5154, -0.0971)  -0.61
O (-2.6088, -0.7090, -0.5936)  -0.26
H (-3.9989, -0.7579, 0.9677)  0.28
H (-4.1754, 0.5599, -0.1747)  0.28
H (-4.7127, -1.0216, -0.6480)  0.37
H (-2.7112, -1.1697, -1.4485)  0.33
C (3.6461, 0.4459, 1.3368)  -0.29
C (2.9427, 1.7894, 1.7032)  -0.33
O (1.6435, 1.8749, 1.1630)  -0.38
O (2.8334, -0.6463, 1.6444)  -0.39
H (4.5575, 0.5002, 1.9372)  0.42
H (3.8775, 0.4115, 0.2654)  0.18
H (3.5428, 2.6105, 1.3015)  0.41
H (2.9139, 1.9228, 2.7959)  0.34
H (1.4216, 2.8146, 1.0460)  0.33
H (3.2699, -1.1839, 2.3328)  0.36
C (-0.2945, 1.6169, -2.6138)  -0.37
C (1.2058, 1.7021, -2.5255)  -0.43
O (1.7389, 0.5373, -1.8766)  -0.43
O (-0.8996, 1.4722, -1.3053)  -0.38
H (-0.5670, 0.7812, -3.2688)  0.31
H (-0.6976, 2.5643, -2.9834)  0.43
H (1.5742, 2.5998, -2.0158)  0.32
H (1.6180, 1.6892, -3.5387)  0.42
H (2.6883, 0.4884, -2.0583)  0.31
H (-1.7886, 1.8601, -1.3772)  0.31

For the lowest unoccupied orbital energy, the calculation gives -17.300 eV. The molecular weight is 392.60 g/mol. As for the total charge: +3. The calculation puts the orbital gap at 3.02 eV. For the calculated total energy, the calculation gives -23487.275 eV.

=====

Entry from the Open Molecules 2025 dataset: C2F6NO2S2Sr as an isolated structure (ωB97M-V/def2-TZVPD).

Last column: Mulliken charge in e.
Cartesian coordinates (Å):
Sr (0.8876, 1.9154, -1.3771)  2.07
N (0.1044, -0.9098, 0.8825)  -0.34
S (-0.2844, -1.1494, -0.6803)  0.39
O (-0.4084, 0.1467, -1.5156)  -0.88
C (1.4215, -1.7024, -1.2725)  0.78
F (1.9664, -2.5396, -0.4270)  -0.19
F (2.2030, -0.6127, -1.3829)  -0.28
F (1.2923, -2.2564, -2.4573)  -0.19
S (0.1043, 0.5256, 1.5982)  0.43
O (0.7893, 1.6214, 0.7414)  -0.91
C (-1.7042, 1.1301, 1.4787)  0.73
F (-1.8454, 2.0433, 0.5296)  -0.21
F (-2.5120, 0.1168, 1.2373)  -0.20
F (-2.0143, 1.6710, 2.6448)  -0.21

For the lowest unoccupied orbital energy, the calculation gives -4.674 eV. The molecular weight is 335.77 g/mol. As for the total charge: +1. The calculation puts the orbital gap at 8.64 eV. For the calculated total energy, the calculation gives -46463.976 eV.

=====

Entry from the Open Molecules 2025 dataset: the molecule C5H10O (ωB97M-V/def2-TZVPD).

Last column: Mulliken charge in e.
Cartesian coordinates (Å):
C (2.1671, -0.1339, -0.2721)  -1.11
C (1.0333, 0.5886, 0.4533)  -0.54
C (-0.3073, 0.4942, -0.2489)  0.25
C (-1.0719, -0.8419, -0.2634)  -0.64
C (-2.2191, -0.0113, 0.3247)  -0.34
O (-1.3576, 1.1214, 0.5113)  -0.46
H (1.9657, -1.2076, -0.3698)  0.30
H (2.3308, 0.2696, -1.2784)  0.32
H (3.1045, -0.0248, 0.2831)  0.34
H (0.9149, 0.1856, 1.4666)  0.27
H (1.2768, 1.6533, 0.5629)  0.30
H (-0.2430, 0.9470, -1.2513)  0.29
H (-0.6687, -1.5807, 0.4355)  0.25
H (-1.2386, -1.3089, -1.2368)  0.30
H (-2.6577, -0.3617, 1.2674)  0.25
H (-3.0289, 0.2112, -0.3842)  0.23

For the lowest unoccupied orbital energy, the calculation gives 1.178 eV. The molecular weight is 86.13 g/mol. As for the total charge: 0. The calculation puts the orbital gap at 10.71 eV. For the calculated total energy, the calculation gives -7393.643 eV. Its SMILES is CC[C@H]1CCO1.

=====

Entry from the Open Molecules 2025 dataset: C35H39BaN6O2Se2 as an isolated structure (ωB97M-V/def2-TZVPD).

Last column: Mulliken charge in e.
Cartesian coordinates (Å):
Ba (0.2242, -1.6609, 0.0398)  1.05
C (-2.7504, -1.0246, 1.8136)  -1.59
N (-2.5879, -0.0470, 0.7388)  0.95
C (-3.6424, -0.2294, -0.2855)  -1.38
C (-3.1398, -0.6062, -1.6817)  0.25
C (-3.1434, -2.0944, -1.9736)  -1.70
N (-2.1771, -2.8168, -1.1429)  0.64
C (-2.2268, -4.0884, -1.1948)  -0.58
C (-1.4078, -5.0363, -0.4502)  0.71
C (-1.3268, -6.3540, -0.9247)  -0.78
C (-0.5909, -7.3387, -0.3051)  -0.73
C (0.0748, -7.0180, 0.8844)  -0.49
C (-0.0197, -5.7588, 1.4218)  -0.55
C (-0.7663, -4.7193, 0.7946)  0.33
O (-0.8746, -3.5683, 1.3521)  -0.82
C (-2.6116, 1.3136, 1.2994)  -1.04
C (-1.2878, 1.7221, 1.9468)  -0.54
C (-0.3568, 2.4427, 0.9589)  0.63
N (1.0140, 1.9443, 1.0437)  -0.77
C (1.3835, 1.2844, 0.0157)  -0.69
C (2.6999, 0.6678, -0.1458)  0.50
C (3.8142, 1.0655, 0.6011)  -0.28
C (5.0680, 0.5261, 0.4051)  -0.84
C (5.2415, -0.4250, -0.6137)  -0.33
C (4.1762, -0.8395, -1.3757)  -0.89
C (2.8553, -0.3513, -1.1379)  0.14
O (1.8552, -0.8683, -1.7658)  -1.14
H (-3.7371, -0.9329, 2.2969)  0.35
H (-1.9933, -0.8711, 2.5859)  0.33
H (-2.6311, -2.0382, 1.4336)  0.57
H (-4.2186, 0.6961, -0.3556)  0.71
H (-4.3469, -0.9936, 0.0659)  0.54
H (-2.1444, -0.1786, -1.8372)  -0.20
H (-3.7608, -0.1151, -2.4356)  0.44
H (-2.9107, -2.2560, -3.0315)  0.45
H (-4.1466, -2.5023, -1.7933)  0.49
H (-2.9446, -4.5763, -1.8734)  0.26
H (-1.8656, -6.5969, -1.8371)  0.31
H (-0.5425, -8.3355, -0.7220)  0.39
H (0.6576, -7.7761, 1.3967)  0.37
H (0.4656, -5.5062, 2.3573)  0.45
H (-3.4357, 1.3909, 2.0291)  0.40
H (-2.8348, 2.0129, 0.4916)  0.41
H (-0.7773, 0.8322, 2.3277)  0.00
H (-1.4815, 2.3477, 2.8214)  0.28
H (-0.3506, 3.5152, 1.1677)  0.45
H (-0.7456, 2.3196, -0.0562)  -0.60
H (0.6936, 1.1648, -0.8389)  1.47
H (3.6641, 1.8427, 1.3440)  0.42
H (5.9109, 0.8626, 0.9955)  0.43
H (6.2303, -0.8285, -0.8081)  0.39
H (4.2945, -1.5599, -2.1766)  0.55
C (-1.4380, 7.2142, -0.1138)  -1.51
C (-1.2302, 5.9244, -0.8641)  0.86
C (-2.2996, 5.1399, -1.2726)  -1.20
C (-2.1186, 3.9509, -1.9738)  1.26
C (-3.3271, 3.1543, -2.3714)  -1.36
C (-0.8241, 3.4991, -2.3011)  -0.37
Se (-0.5509, 1.8536, -3.2375)  -0.27
C (0.2671, 4.2891, -1.8751)  1.37
C (1.6962, 3.8982, -2.1518)  -1.89
C (0.0442, 5.4716, -1.1772)  -0.89
H (-2.4949, 7.3706, 0.1081)  0.35
H (-1.0896, 8.0748, -0.6913)  0.32
H (-0.8934, 7.2194, 0.8338)  0.31
H (-3.3120, 5.4599, -1.0378)  0.18
H (-4.2422, 3.6131, -1.9875)  0.32
H (-3.2462, 2.1340, -1.9975)  -0.09
H (-3.3927, 3.0603, -3.4577)  0.44
H (1.7711, 2.8442, -2.4089)  0.25
H (2.3271, 4.1087, -1.2845)  0.34
H (2.0930, 4.4631, -3.0012)  0.48
H (0.9061, 6.0545, -0.8593)  0.30
Se (3.8189, -4.2500, -0.0805)  0.26
N (4.9377, -3.8132, 1.2188)  -0.87
C (4.3154, -2.9187, 1.9594)  0.51
C (4.8472, -2.2726, 3.1164)  -0.50
C (4.0552, -1.3751, 3.7437)  -0.66
C (2.7394, -1.0897, 3.2431)  -0.41
N (2.2073, -1.6485, 2.2029)  0.08
C (2.9733, -2.5803, 1.5556)  0.60
N (2.5226, -3.2178, 0.4949)  -0.15
H (5.8520, -2.5010, 3.4447)  0.47
H (4.3973, -0.8380, 4.6174)  0.40
H (2.1425, -0.3316, 3.7396)  0.40

For the lowest unoccupied orbital energy, the calculation gives 0.450 eV. The molecular weight is 870.99 g/mol. As for the total charge: -1. The calculation puts the orbital gap at 3.62 eV. For the calculated total energy, the calculation gives -181353.525 eV.